{"formula": "C13H10BCl4OS", "method": "ωB97M-V with the def2-TZVPD basis set", "species": ["Cl", "B", "Cl", "Cl", "O", "C", "C", "C", "C", "C", "C", "C", "H", "H", "H", "H", "H", "H", "Cl", "C", "C", "C", "C", "C", "S", "C", "H", "H", "H", "H"], "positions_angstrom": [[-3.7682, 2.0523, 2.3898], [-2.5862, 1.8230, 0.9805], [-2.5663, 0.0571, 0.4398], [-3.0736, 2.8985, -0.4366], [-1.2496, 2.1793, 1.4101], [-0.3825, 1.8479, 0.4568], [0.9997, 1.9645, 0.6037], [1.8736, 1.6356, -0.4502], [3.2266, 1.7759, -0.2864], [3.7501, 2.2309, 0.9163], [2.9016, 2.5438, 1.9677], [1.5448, 2.4162, 1.8204], [-0.7783, 1.4583, -0.4682], [1.4579, 1.2804, -1.3777], [3.8843, 1.5313, -1.1009], [4.8156, 2.3393, 1.0305], [3.3037, 2.8857, 2.9062], [0.8698, 2.6496, 2.6261], [0.5429, -2.9286, -3.6603], [-0.4403, -2.9610, -2.2542], [-1.7459, -3.4502, -2.3227], [-2.5358, -3.4594, -1.1920], [-2.0398, -2.9968, 0.0097], [-0.7229, -2.5165, 0.1023], [-0.1005, -1.9755, 1.5588], [0.0652, -2.4976, -1.0480], [-2.1199, -3.8207, -3.2625], [-3.5427, -3.8381, -1.2474], [-2.6573, -3.0010, 0.8926], [1.0738, -2.1241, -1.0043]], "charge": -1, "e_homo_ev": -3.11}

{"formula": "C13H10BrF3N2O4S", "method": "ωB97M-V with the def2-TZVPD basis set", "species": ["O", "C", "Br", "C", "C", "C", "C", "C", "N", "C", "C", "C", "C", "C", "C", "N", "H", "H", "H", "H", "H", "H", "H", "H", "H", "H", "C", "F", "F", "F", "S", "O", "O", "O"], "positions_angstrom": [[3.5459, -2.0036, 0.4076], [4.3284, -1.7557, -0.4472], [6.2096, -2.3262, -0.1785], [3.9498, -0.9740, -1.7849], [2.6527, -0.1457, -1.4177], [2.8571, 1.2755, -1.1668], [1.6613, 2.0345, -0.7782], [0.4808, 1.1753, -0.7186], [0.5161, -0.1287, -1.0309], [-0.7730, -0.8567, -0.9651], [-0.7041, -2.2296, -0.4225], [-1.9373, -3.0232, -0.2922], [-3.1814, -2.3826, -0.7217], [-3.2759, -1.0251, -1.2534], [-2.0389, -0.2398, -1.3728], [1.5326, -0.8867, -1.3908], [4.8231, -0.3212, -2.0228], [3.7387, -1.7676, -2.5450], [3.8637, 1.7321, -1.2678], [1.6553, 3.1157, -0.5342], [-0.4992, 1.6474, -0.3945], [0.2831, -2.6532, -0.1164], [-1.8906, -4.0517, 0.1366], [-4.1269, -2.9662, -0.6258], [-4.2829, -0.6420, -1.5194], [-2.1049, 0.8039, -1.7544], [-1.7981, 1.8616, 3.6682], [-0.4520, 2.0027, 3.7106], [-2.0347, 0.5357, 3.5498], [-2.2533, 2.2191, 4.8833], [-2.5716, 2.8465, 2.3024], [-1.9633, 2.3258, 1.0813], [-2.2195, 4.2229, 2.5819], [-3.9907, 2.5809, 2.3998]], "charge": 0, "e_homo_ev": -8.33}

| no. | DFT total energy (Ha) |
| --- | --- |
| 1 | -2840.614140 |
| 2 | -4183.528754 |